Entry 1:
Density functional theory data (wB97M-V/def2-TZVPD) for an isolated ion of composition C9H14ClNP and charge +1.

As for the HOMO energy: -12.248 eV. Its orbital gap is 8.48 eV. The relative energy (zero: lowest compared OMol25 entry of this formula, charge and spin) comes out at 0.00 kcal per mole. The net charge is +1. Its LUMO energy is -3.77 eV. For the molar mass, the calculation gives 202.6 g mol⁻¹. Its structure (SMILES) is [H]/P=C1\CC=C[C@@H](C[NH2+]C)C=C1Cl.

CARTESIAN COORDINATES (ANGSTROEM)
1 H 1.4199 -0.8301 -2.9999
2 P 1.9469 -1.3202 -1.7859
3 C 1.8285 0.1468 -0.9934
4 C 1.4370 1.4439 -1.5864
5 C 0.7417 2.4601 -0.7177
6 C -0.1028 2.4108 0.3011
7 C -0.2646 1.0964 1.1805
8 C -0.9795 -0.0771 0.5243
9 N -0.5015 -1.4566 0.9026
10 C -1.1990 -2.5941 0.3252
11 C 1.2367 0.7335 1.4178
12 C 2.1559 0.1653 0.6097
13 Cl 3.6878 -0.4093 1.1607
14 H 0.8600 1.2768 -2.4973
15 H 2.3678 1.8385 -1.9525
16 H 0.8740 3.4898 -1.0221
17 H -0.4771 3.2870 0.7368
18 H -0.8900 1.3710 2.0542
19 H -0.9110 -0.0452 -0.6255
20 H -2.0028 -0.0964 0.7698
21 H -0.5489 -1.4606 1.9245
22 H 0.5555 -1.4897 0.6263
23 H -2.2888 -2.7419 0.5848
24 H -1.1433 -2.7351 -0.7086
25 H -0.8312 -3.4456 0.8188
26 H 1.5575 0.9961 2.4180

---

Entry 2:
Density functional theory data (wB97M-V/def2-TZVPD) for C30H32BrFHgN3 as an isolated structure.

As for the HOMO energy (spin up / spin down): -0.456 / -1.063 eV. Its orbital gap (spin up / spin down) is 5.24 / 5.84 eV. The relative energy (zero: lowest compared OMol25 entry of this formula, charge and spin) comes out at 7.75 kcal per mole. The net charge is -2. As for the multiplicity: 2. Its LUMO energy (spin up / spin down) is 4.78 / 4.78 eV. For the molar mass, the calculation gives 734.1 g mol⁻¹.

CARTESIAN COORDINATES (ANGSTROEM)
1 Hg 0.6858 2.1744 -1.7063
2 C 1.1588 4.1586 1.5412
3 N 1.7862 3.2940 0.5790
4 C 3.0030 2.9510 0.6954
5 C 3.6283 2.0229 -0.2080
6 C 4.8942 1.4421 -0.0896
7 C 5.0014 0.5247 -1.1461
8 C 3.7942 0.6053 -1.8421
9 N 2.9701 1.5100 -1.2894
10 C -0.0114 3.4147 2.1421
11 C -1.0829 3.0609 1.3233
12 C -2.1057 2.2679 1.8163
13 C -2.0833 1.8317 3.1358
14 C -1.0319 2.1983 3.9613
15 C 0.0004 2.9842 3.4613
16 H 0.8007 5.0502 1.0163
17 H 1.8561 4.4725 2.3379
18 H 3.6222 3.3256 1.5280
19 H 5.6197 1.6501 0.6857
20 H 5.8319 -0.1284 -1.3716
21 H 3.4809 0.0424 -2.7112
22 H -1.0849 3.3875 0.2890
23 H -2.9116 1.9666 1.1595
24 H -2.8721 1.1899 3.5087
25 H -0.9986 1.8500 4.9874
26 H 0.8459 3.2351 4.0933
27 C 1.8545 -1.7251 0.7775
28 C 0.7687 -1.0572 1.6200
29 C 0.9347 0.4627 1.5772
30 C -0.6695 -1.4537 1.3217
31 C -1.4265 -1.9112 2.3967
32 C -2.7840 -2.1650 2.2902
33 C -3.4065 -1.9150 1.0788
34 C -2.6943 -1.4694 -0.0291
35 C -3.4932 -1.1165 -1.2754
36 C -3.2224 -1.9831 -2.5080
37 C -3.3768 0.3689 -1.6260
38 C -1.2890 -1.2854 0.0564
39 N -0.5899 -0.8684 -1.0735
40 C -0.0559 -1.8217 -1.8366
41 C 0.0253 -3.2147 -1.5381
42 C 0.6411 -4.1292 -2.3779
43 C 1.2123 -3.7490 -3.5838
44 C 1.1100 -2.4004 -3.9474
45 C 0.4935 -1.5037 -3.1196
46 F 0.3405 -0.2266 -3.5770
47 H 2.8373 -1.4674 1.1832
48 H 1.8263 -1.3682 -0.2497
49 H 1.7542 -2.8124 0.7659
50 H 0.9328 -1.3675 2.6611
51 H 0.8829 0.8178 0.5488
52 H 1.9236 0.7423 1.9534
53 H 0.1722 0.9765 2.1678
54 H -0.9285 -2.0496 3.3521
55 H -3.3507 -2.5205 3.1436
56 H -4.4799 -2.0559 0.9841
57 H -4.5393 -1.3022 -0.9958
58 H -2.3022 -1.6882 -3.0054
59 H -4.0437 -1.8683 -3.2232
60 H -3.1368 -3.0400 -2.2482
61 H -2.3572 0.6122 -1.9249
62 H -3.6401 0.9936 -0.7693
63 H -4.0542 0.6186 -2.4488
64 H -0.4029 -3.5588 -0.6040
65 H 0.6755 -5.1709 -2.0708
66 H 1.7043 -4.4633 -4.2316
67 H 1.4922 -2.0340 -4.8938
68 Br -0.1357 4.6878 -2.6178

---

Entry 3:
Density functional theory data (wB97M-V/def2-TZVPD) for an isolated molecule of C6H13NS.

As for the HOMO energy: -8.454 eV. Its orbital gap is 9.34 eV. The relative energy (zero: lowest compared OMol25 entry of this formula, charge and spin) comes out at 14.48 kcal per mole. The net charge is 0. Its LUMO energy is 0.89 eV. For the molar mass, the calculation gives 131.2 g mol⁻¹. Its structure (SMILES) is C/C=C(/CN)CCS.

CARTESIAN COORDINATES (ANGSTROEM)
1 C 2.1258 -1.3444 -0.5467
2 C 1.5651 0.0157 -0.2712
3 C 0.4403 0.3052 0.3821
4 C 0.0324 1.7667 0.5036
5 N -0.9710 2.1131 -0.5128
6 C -0.4691 -0.7452 0.9987
7 C -1.4396 -1.4431 0.0303
8 S -2.9889 -0.5453 -0.2935
9 H 3.1589 -1.4384 -0.1765
10 H 2.2078 -1.5277 -1.6357
11 H 1.5169 -2.1875 -0.0984
12 H 2.1507 0.8473 -0.6732
13 H -0.4383 1.9150 1.4644
14 H 0.9262 2.3829 0.4328
15 H -1.2971 3.0702 -0.3730
16 H -0.5589 2.0655 -1.4449
17 H -1.0494 -0.3176 1.7968
18 H 0.1722 -1.5176 1.4451
19 H -1.7480 -2.4071 0.4585
20 H -0.9247 -1.6560 -0.9258
21 H -2.4115 0.6483 -0.5605

---

Entry 4:
Density functional theory data (wB97M-V/def2-TZVPD) for C32H35I2KN4O5 as an isolated structure.

As for the HOMO energy: -2.136 eV. Its orbital gap is 5.77 eV. The relative energy (zero: lowest compared OMol25 entry of this formula, charge and spin) comes out at 35.09 kcal per mole. The net charge is -2. Its LUMO energy is 3.63 eV. For the molar mass, the calculation gives 848.6 g mol⁻¹.

CARTESIAN COORDINATES (ANGSTROEM)
1 K -0.2292 0.7492 0.0317
2 I 3.8144 -3.6652 -5.5552
3 C 3.1099 -2.4281 -4.0236
4 C 2.8577 -1.0908 -4.2782
5 C 2.3953 -0.2862 -3.2534
6 I 1.9816 1.7260 -3.6137
7 C 2.1655 -0.7551 -1.9272
8 O 1.7393 -0.0262 -0.9831
9 C 2.4349 -2.1556 -1.7267
10 C 2.1359 -2.7074 -0.3621
11 N 3.0231 -2.1584 0.6640
12 C 2.5468 -2.4338 2.0022
13 C 2.9220 -1.3635 2.9993
14 C 2.6926 -1.5800 4.3602
15 C 2.9396 -0.5611 5.2548
16 C 3.4242 0.6487 4.7727
17 C 3.6457 0.7610 3.4143
18 N 3.4088 -0.2188 2.5418
19 C 2.8911 -2.9538 -2.7507
20 H 3.0100 -0.6770 -5.2661
21 H 2.2371 -3.7989 -0.3752
22 H 1.0800 -2.4797 -0.1323
23 H 3.0419 -1.1477 0.5445
24 H 2.9312 -3.3959 2.3686
25 H 1.4464 -2.5031 2.0445
26 H 2.2875 -2.5309 4.6852
27 H 2.7409 -0.6937 6.3121
28 H 3.5999 1.4935 5.4245
29 H 4.0093 1.6919 2.9933
30 H 3.0806 -4.0041 -2.5574
31 N -1.2004 -1.9439 3.0433
32 C -2.5470 -2.4827 2.8895
33 C -3.2405 -1.9467 1.6400
34 C -4.0813 -0.6967 1.9005
35 C -4.8159 -0.1961 0.6583
36 N -4.0353 0.8082 -0.0542
37 H -0.9113 -1.9393 4.0137
38 H -1.1025 -0.9785 2.7269
39 H -3.1940 -2.2754 3.7583
40 H -2.4736 -3.5745 2.8181
41 H -3.9032 -2.7194 1.2340
42 H -2.4967 -1.7639 0.8577
43 H -3.4619 0.1172 2.2905
44 H -4.8099 -0.9391 2.6832
45 H -5.7636 0.2672 0.9533
46 H -5.0748 -1.0706 0.0384
47 H -4.4638 1.0227 -0.9474
48 H -3.1055 0.4588 -0.2762
49 C -2.0930 2.8250 -3.7848
50 C -1.8231 1.6758 -2.8207
51 O -1.5054 1.9730 -1.6758
52 C -1.9300 0.3003 -3.3142
53 C -2.1585 0.0822 -4.6870
54 C -2.1992 -1.1697 -5.2505
55 C -1.9919 -2.2818 -4.4110
56 C -1.7773 -2.1283 -3.0727
57 C -1.7436 -0.8353 -2.4352
58 O -1.5624 -0.7458 -1.1906
59 H -2.0572 3.7472 -3.2098
60 H -3.0618 2.7298 -4.2782
61 H -1.3232 2.8517 -4.5591
62 H -2.2863 0.9409 -5.3346
63 H -2.3576 -1.2969 -6.3139
64 H -1.9920 -3.2808 -4.8376
65 H -1.6021 -2.9816 -2.4280
66 O -0.8538 2.8689 3.6483
67 C -0.2348 2.3982 2.6814
68 O -0.2030 1.2053 2.2819
69 C 0.6034 3.3975 1.8494
70 C 0.4096 4.7596 2.0670
71 C 1.1329 5.7056 1.3568
72 C 2.0743 5.3015 0.4174
73 C 2.2816 3.9481 0.1958
74 C 1.5499 3.0013 0.9036
75 H -0.3247 5.0416 2.8103
76 H 0.9617 6.7626 1.5318
77 H 2.6386 6.0382 -0.1436
78 H 2.9995 3.6110 -0.5423
79 H 1.7466 1.9527 0.7089

---

Entry 5:
Density functional theory data (wB97M-V/def2-TZVPD) for a 2-piece molecular cluster, C8H10NO2 overall.

As for the HOMO energy (spin up / spin down): -9.637 / -13.524 eV. Its orbital gap (spin up / spin down) is 5.19 / 7.38 eV. The relative energy (zero: lowest compared OMol25 entry of this formula, charge and spin) comes out at 55.61 kcal per mole. The net charge is +1. As for the multiplicity: 3. Its LUMO energy (spin up / spin down) is -4.45 / -6.14 eV. For the molar mass, the calculation gives 152.2 g mol⁻¹.

CARTESIAN COORDINATES (ANGSTROEM)
1 C -3.8309 -0.0117 -0.2020
2 C -3.0359 -1.1071 -0.1786
3 C -3.3447 1.2171 0.1457
4 C -1.6914 -0.9673 0.2163
5 C -1.9952 1.3695 0.4354
6 C 3.5936 -0.9748 -0.2030
7 C 3.6661 0.5421 -0.0691
8 C 1.5354 -0.1443 0.2122
9 N -1.1865 0.2790 0.4117
10 O 2.2264 -1.2296 0.0053
11 O 2.3202 0.8815 0.1012
12 H -4.8031 -0.0796 -0.7170
13 H -3.4282 -1.9905 -0.4802
14 H -3.8415 2.1270 0.0774
15 H -1.0174 -1.7764 0.0684
16 H -1.4873 2.3070 0.5744
17 H 3.7749 -1.2315 -1.3529
18 H 4.2099 -1.5917 0.4836
19 H 4.3586 0.9087 0.7473
20 H 4.1536 1.1346 -0.9475
21 H -0.1763 0.3378 0.6715

---

Entry 6:
Density functional theory data (wB97M-V/def2-TZVPD) for an isolated molecule of C6H10O3.

As for the HOMO energy: -9.188 eV. Its orbital gap is 10.01 eV. The relative energy (zero: lowest compared OMol25 entry of this formula, charge and spin) comes out at 160.07 kcal per mole. The net charge is 0. Its LUMO energy is 0.82 eV. For the molar mass, the calculation gives 130.1 g mol⁻¹. Its structure (SMILES) is C[C@@H]1O[C@@H]2CC[C@H]1OO2.

CARTESIAN COORDINATES (ANGSTROEM)
1 C -1.1244 1.8050 0.8402
2 C 0.3565 1.2305 0.6793
3 O 0.9047 1.1818 -0.6783
4 C 1.2704 -0.0955 -1.1453
5 C 0.1719 -1.0797 -1.3848
6 C -0.7176 -1.1941 -0.1275
7 C 0.1086 -0.4323 0.8367
8 O 1.4298 -1.1965 0.8962
9 O 2.1177 -0.7041 -0.2787
10 H -1.7286 0.9526 0.1693
11 H -1.1871 2.8547 0.8385
12 H -1.6657 1.4610 1.7476
13 H 0.8507 1.6129 1.4969
14 H 1.8487 -0.0689 -2.1661
15 H 0.3777 -2.0691 -1.8027
16 H -0.4305 -0.3410 -1.9613
17 H -0.6481 -2.3663 0.3458
18 H -1.8504 -1.0414 -0.1651
19 H -0.0844 -0.5098 1.8594

---

Question: Which formula does entry 6 have?
Answer: C6H10O3